No. 1
Below is an isolated molecule of C4H5NO at a distorted geometry, with properties calculated with ωB97M-V with the def2-TZVPD basis set.

Structure (XYZ):
```
11
C4H5NO | OMol25 | ωB97M-V with the def2-TZVPD basis set
O -1.51 1.40 -0.36
N 1.46 -2.10 -0.52
C -0.60 0.65 -0.10
C 0.73 1.11 0.43
C -0.83 -0.87 -0.27
C 0.42 -1.61 -0.41
H 1.55 0.49 0.06
H 0.73 1.03 1.52
H -1.48 -1.04 -1.13
H -1.37 -1.24 0.62
H 0.91 2.16 0.16
```

The value obtained for the relative energy (zero: lowest compared OMol25 entry of this formula, charge and spin) is 0.424 eV. The HOMO energy is -10.386 eV. Its net charge is 0. As for the gap between HOMO and LUMO: 11.02 eV. The SMILES is CC(=O)CC#N.

Here are the Mulliken charges for atoms 1 to 5, given in e: number 1, O, carries -0.52; number 2, N, carries -0.41; number 3, C, carries 0.54; number 4, C, carries -1.06; number 5, C, carries -0.33

No. 2
Below is the ion C5H12NO2 with charge +1 at a distorted geometry, with properties calculated with ωB97M-V with the def2-TZVPD basis set.

Structure (XYZ):
```
20
C5H12NO2 | OMol25 | ωB97M-V with the def2-TZVPD basis set
O 2.94 -1.04 2.52
O 0.15 -1.05 0.04
N 0.55 -1.24 2.42
C -0.86 -0.23 -0.60
C -1.38 1.58 -2.24
C 0.80 -0.54 1.06
C -0.27 0.89 -1.46
C 1.92 -1.61 1.88
H 0.24 1.62 -0.83
H -2.13 2.00 -1.57
H -0.17 -1.96 2.44
H 0.55 -0.66 3.27
H 0.46 0.46 -2.15
H -0.97 2.39 -2.85
H -1.88 0.88 -2.91
H 1.01 0.52 1.17
H 3.59 -1.68 2.85
H -1.55 0.17 0.15
H 1.98 -2.60 1.45
H -1.40 -0.94 -1.24
```

The value obtained for the relative energy (zero: lowest compared OMol25 entry of this formula, charge and spin) is 2.690 eV. The HOMO energy is -14.244 eV. Its net charge is +1. As for the gap between HOMO and LUMO: 11.13 eV. The SMILES is CCCO[C@H]1[NH2+][C@@H]1O.

Here are the Mulliken charges for atoms 1 to 5, given in e: number 1, O, carries -0.46; number 2, O, carries -0.34; number 3, N, carries -0.24; number 4, C, carries -0.57; number 5, C, carries -1.33

No. 3
Below is a structure of composition H17O9 at a distorted geometry, with properties calculated with ωB97M-V with the def2-TZVPD basis set.

Structure (XYZ):
```
26
H17O9 | OMol25 | ωB97M-V with the def2-TZVPD basis set
O 1.24 -0.70 -3.55
O 0.74 0.95 -0.09
O -1.59 -0.67 -2.17
O 0.62 0.32 3.06
O -2.18 2.16 2.56
O 0.34 -1.40 0.88
O -1.80 -0.06 1.05
O 2.52 2.80 -0.70
O 0.41 -2.30 -1.36
H 0.91 0.03 0.34
H -0.64 -0.64 -1.95
H 0.33 -3.24 -1.20
H 1.20 -1.50 1.30
H 0.50 -1.74 -0.34
H 0.95 1.21 2.92
H -1.46 -0.49 0.25
H 1.06 -1.44 -2.92
H -0.08 1.13 0.38
H -1.64 -0.79 1.68
H -0.20 0.38 2.54
H 0.39 -0.25 -3.49
H -1.73 -1.56 -2.48
H -2.12 2.07 1.60
H 3.08 2.10 -0.36
H -2.55 1.32 2.83
H 1.68 2.29 -0.79
```

The value obtained for the relative energy (zero: lowest compared OMol25 entry of this formula, charge and spin) is 1.221 eV. The HOMO energy is -5.852 eV. Its net charge is -1. As for the gap between HOMO and LUMO: 9.23 eV.

Here are the Mulliken charges for atoms 1 to 5, given in e: number 1, O, carries -0.65; number 2, O, carries -0.70; number 3, O, carries -0.64; number 4, O, carries -0.62; number 5, O, carries -0.64

Number 1: total energy -285.3990 Ha. Number 2: total energy -402.6230 Ha. Number 3: total energy -687.4073 Ha.